No. 1
68
Properties=species:S:1:pos:R:3 method="wB97M-V/def2-TZVPD" molar_mass_g_mol=628.11 spin_multiplicity=3 total_charge=0 orbital_gap_ev="7.82 / 7.48" energy_ha=-1818.1108 homo_energy_ev="-7.295 / -8.324"
Pt 0.850 -0.367 -0.820
C 2.640 -0.626 0.426
C 1.550 -0.055 1.160
C 1.453 1.344 0.692
C 2.476 1.521 -0.277
C 3.200 0.334 -0.465
C 4.328 0.110 -1.442
C 4.513 -1.383 -1.716
C 5.614 0.683 -0.827
C 4.034 0.829 -2.762
C 0.468 2.475 1.030
C 0.866 3.746 0.267
C 0.518 2.834 2.523
C -0.971 2.150 0.607
C 0.944 -0.810 2.350
C 1.687 -0.388 3.628
C -0.566 -0.635 2.526
C 1.179 -2.316 2.159
H 3.027 -1.621 0.568
H 2.599 2.409 -0.876
H 4.823 -1.925 -0.820
H 5.289 -1.523 -2.471
H 3.589 -1.835 -2.086
H 5.853 0.187 0.117
H 5.511 1.754 -0.634
H 6.456 0.538 -1.511
H 3.096 0.477 -3.200
H 4.841 0.640 -3.474
H 3.958 1.910 -2.627
H 1.872 4.084 0.531
H 0.167 4.544 0.527
H 0.817 3.605 -0.814
H 1.543 3.041 2.844
H 0.117 2.056 3.164
H -0.076 3.736 2.693
H -1.036 2.031 -0.476
H -1.629 2.974 0.900
H -1.347 1.239 1.062
H 1.574 0.672 3.847
H 2.757 -0.597 3.533
H 1.310 -0.953 4.485
H -0.854 0.377 2.795
H -0.898 -1.289 3.336
H -1.108 -0.922 1.621
H 2.237 -2.579 2.205
H 0.767 -2.676 1.213
H 0.677 -2.852 2.968
C -4.540 0.626 -0.074
C -5.097 -0.675 -0.586
C -6.161 -1.311 0.035
C -6.645 -2.519 -0.446
Cl -7.982 -3.292 0.365
C -6.083 -3.109 -1.558
C -5.020 -2.480 -2.200
C -4.532 -1.280 -1.712
O -3.522 -0.567 -2.304
C -2.496 -1.251 -3.016
C -1.236 -1.076 -2.201
O -0.407 -0.158 -2.535
O -1.045 -1.784 -1.192
H -5.052 0.928 0.840
H -4.647 1.423 -0.813
H -3.473 0.537 0.134
H -6.614 -0.863 0.912
H -6.468 -4.049 -1.929
H -4.603 -2.937 -3.085
H -2.393 -0.799 -3.998
H -2.699 -2.313 -3.112

---

No. 2
13
Properties=species:S:1:pos:R:3 method="wB97M-V/def2-TZVPD" molar_mass_g_mol=72.11 total_charge=0 orbital_gap_ev=10.80 smiles="C1=CCC1.O" energy_ha=-232.3830 homo_energy_ev=-9.780
C 0.282 -0.917 -0.486
C -0.743 -0.225 -0.995
C -1.343 0.099 0.358
C -0.135 -0.693 0.951
H 1.133 -1.432 -0.922
H -1.048 0.024 -2.008
H -1.382 1.160 0.628
H -2.323 -0.350 0.554
H 0.556 -0.092 1.553
H -0.398 -1.591 1.519
O 2.151 1.347 -0.565
H 2.037 1.433 0.388
H 1.282 1.049 -0.868

---

No. 3
242
Properties=species:S:1:pos:R:3 method="wB97M-V/def2-TZVPD" molar_mass_g_mol=2048.10 total_charge=0 orbital_gap_ev=4.57 energy_ha=-10187.8529 homo_energy_ev=-6.302
C 2.133 4.293 0.344
C 1.267 4.868 1.478
C 1.194 6.376 1.270
N 0.551 7.226 2.423
C 1.244 6.931 3.655
C -0.939 6.993 2.483
C -1.477 7.803 1.295
C -0.451 8.869 0.947
C 0.607 8.745 2.053
H 3.146 4.692 0.436
H 1.742 4.538 -0.645
H 2.173 3.229 0.234
H 1.692 4.679 2.474
H 0.250 4.478 1.391
H 0.634 6.622 0.354
H 2.161 6.836 1.088
H 2.299 6.825 3.446
H 0.852 6.019 4.095
H 1.113 7.648 4.454
H -1.316 7.397 3.411
H -1.096 5.920 2.369
H -2.414 8.296 1.566
H -1.787 7.141 0.499
H -0.858 9.874 0.902
H -0.044 8.599 -0.028
H 0.375 9.316 2.963
H 1.595 9.035 1.690
C 7.435 1.547 6.650
C 6.844 0.727 5.500
C 5.316 0.436 5.673
N 4.548 -0.099 4.491
C 5.077 -1.407 4.157
C 4.574 0.887 3.336
C 3.104 1.218 3.041
C 2.336 0.017 3.596
C 3.023 -0.225 4.896
H 7.300 2.631 6.614
H 8.514 1.405 6.649
H 6.935 1.321 7.575
H 7.431 -0.171 5.452
H 6.985 1.257 4.579
H 4.765 1.326 6.005
H 5.130 -0.279 6.466
H 6.119 -1.197 3.922
H 4.583 -1.979 3.382
H 4.819 -2.050 5.044
H 5.088 0.410 2.507
H 5.202 1.723 3.638
H 2.950 1.425 1.979
H 2.995 2.190 3.554
H 2.346 -0.833 2.909
H 1.285 0.300 3.633
H 2.911 -1.234 5.192
H 2.825 0.541 5.651
C -2.866 -1.882 2.414
C -2.430 -0.907 1.258
C -1.189 -1.519 0.576
N -0.529 -0.819 -0.586
C 0.151 0.349 -0.060
C -1.472 -0.473 -1.702
C -0.588 -0.257 -2.908
C 0.732 -1.034 -2.623
C 0.488 -1.733 -1.292
H -2.972 -2.901 2.031
H -3.809 -1.607 2.884
H -2.091 -1.912 3.202
H -2.168 0.070 1.681
H -3.267 -0.771 0.554
H -1.458 -2.505 0.192
H -0.437 -1.789 1.293
H -0.623 0.864 0.501
H 0.609 0.909 -0.870
H 0.905 0.087 0.678
H -2.078 0.408 -1.473
H -2.110 -1.346 -1.797
H -0.582 0.815 -3.094
H -1.130 -0.648 -3.752
H 1.573 -0.353 -2.513
H 1.022 -1.763 -3.375
H 1.427 -1.895 -0.757
H -0.009 -2.680 -1.441
C 3.950 -4.067 -3.477
C 2.454 -3.897 -3.921
O 2.268 -3.034 -4.812
N 1.482 -4.477 -3.127
H 1.951 -4.126 -1.455
H 0.242 -4.147 -3.408
C 1.606 -5.926 -2.979
H 4.103 -3.482 -2.567
H 4.688 -3.840 -4.249
H 4.160 -5.090 -3.127
H 2.576 -6.171 -2.547
H 1.422 -6.503 -3.907
H 0.826 -6.261 -2.305
C -5.652 1.930 -2.124
C -4.855 1.151 -3.227
O -3.750 1.410 -3.540
N -5.664 0.368 -4.072
H -6.591 -0.992 -2.827
H -6.446 0.945 -4.359
C -4.965 -0.371 -5.144
H -6.539 2.497 -2.427
H -4.930 2.610 -1.717
H -5.946 1.199 -1.369
H -5.672 -1.049 -5.620
H -4.180 -0.992 -4.719
H -4.419 0.249 -5.855
C 0.452 1.250 -6.851
C -1.045 1.412 -6.765
O -1.843 1.105 -5.987
N -1.695 2.228 -8.034
H -1.412 3.172 -8.215
H -1.510 1.728 -8.894
C -3.187 2.457 -7.900
H 0.652 0.308 -7.368
H 0.773 1.094 -5.824
H 0.877 2.104 -7.355
H -3.596 3.070 -8.719
H -3.393 2.874 -6.904
H -3.542 1.442 -7.987
C 3.315 -0.292 -5.104
C 4.767 -0.164 -4.882
O 5.614 -0.932 -4.714
N 5.311 1.324 -4.639
H 5.898 1.474 -5.443
H 4.632 2.082 -4.710
C 6.146 1.389 -3.383
H 3.028 0.331 -5.941
H 2.862 0.192 -4.254
H 3.024 -1.349 -5.198
H 5.566 1.588 -2.503
H 6.851 2.201 -3.463
H 6.657 0.446 -3.324
C -4.117 3.319 3.470
C -4.985 2.114 3.291
O -5.474 1.460 4.108
N -5.362 1.725 1.849
H -5.984 2.433 1.487
H -4.502 1.958 1.258
C -6.144 0.463 1.605
H -3.821 3.138 4.511
H -4.693 4.246 3.448
H -3.357 3.413 2.692
H -6.255 0.356 0.527
H -7.138 0.497 2.042
H -5.643 -0.364 2.122
C -2.776 3.668 0.192
O -3.241 5.067 0.655
O -3.765 2.781 0.103
C -2.191 4.141 -1.153
F -1.300 3.401 -1.804
F -3.214 4.413 -1.911
F -1.520 5.350 -1.131
C -4.560 5.344 0.484
C -4.918 6.529 -0.497
H -4.419 6.446 -1.464
H -5.977 6.424 -0.730
H -4.639 7.527 -0.148
H -5.060 5.403 1.459
H -5.078 4.468 0.089
H -1.910 3.371 0.849
C 2.678 -4.848 0.161
O 2.028 -6.089 -0.147
O 2.599 -3.934 -0.820
C 1.995 -4.311 1.393
F 0.876 -3.729 1.083
F 1.755 -5.239 2.286
F 2.794 -3.399 2.014
C 2.617 -7.218 0.486
C 2.247 -8.487 -0.370
H 2.934 -8.598 -1.219
H 2.266 -9.412 0.217
H 1.248 -8.456 -0.787
H 2.297 -7.242 1.523
H 3.712 -7.135 0.412
H 3.707 -5.084 0.445
C -1.837 -4.489 -3.358
O -1.582 -5.165 -2.124
O -0.713 -3.713 -3.777
C -2.182 -5.592 -4.327
F -2.510 -5.092 -5.533
F -1.179 -6.428 -4.497
F -3.225 -6.334 -3.964
C -2.725 -5.138 -1.187
C -2.288 -5.651 0.190
H -1.945 -6.694 0.198
H -1.385 -5.122 0.521
H -3.121 -5.588 0.875
H -3.524 -5.680 -1.699
H -3.045 -4.109 -1.002
H -2.753 -3.841 -3.391
C 2.974 -2.891 7.216
O 1.764 -2.578 6.476
O 4.114 -2.775 6.455
C 2.975 -1.850 8.415
F 3.347 -0.704 7.948
F 1.881 -1.781 9.097
F 3.872 -2.345 9.280
C 1.235 -3.598 5.659
C 0.137 -3.031 4.724
H 0.646 -2.339 4.027
H -0.323 -3.790 4.102
H -0.650 -2.581 5.338
H 0.838 -4.361 6.310
H 2.093 -3.947 5.053
H 2.791 -3.902 7.693
N 5.520 -1.027 -0.193
S 6.268 -2.466 -0.085
O 6.571 -3.033 -1.348
O 5.776 -3.233 1.022
F 7.821 -1.822 0.479
S 4.209 -0.451 -0.565
O 3.225 -0.579 0.442
O 3.818 -0.593 -1.928
F 4.572 1.220 -0.523
N -4.859 -4.545 5.127
S -5.731 -4.721 3.818
O -5.299 -5.805 2.966
O -6.109 -3.439 3.242
F -7.217 -5.245 4.527
S -3.668 -3.825 5.556
O -3.855 -2.466 6.079
O -2.615 -4.129 4.610
F -3.213 -4.751 6.954
N -6.974 -1.603 -2.052
S -5.596 -2.346 -1.583
O -5.341 -3.541 -2.304
O -5.501 -2.239 -0.175
F -4.618 -1.262 -2.171
S -8.570 -1.590 -1.808
O -8.928 -0.690 -0.792
O -9.029 -2.949 -1.929
F -9.011 -0.915 -3.232
N 3.044 3.479 -4.618
S 2.677 4.471 -5.904
O 3.269 5.781 -5.885
O 1.269 4.291 -6.339
F 3.603 3.618 -7.080
S 2.359 3.384 -3.300
O 1.696 2.102 -3.181
O 1.776 4.634 -2.839
F 3.761 3.178 -2.301

---

No. 4
16
Properties=species:S:1:pos:R:3 method="wB97M-V/def2-TZVPD" molar_mass_g_mol=103.12 total_charge=0 orbital_gap_ev=10.48 smiles="CCC=O.NC=O" energy_ha=-363.0467 homo_energy_ev=-9.811
C -2.413 -0.724 -0.320
C -0.914 -0.445 -0.492
C -0.697 0.958 -0.992
O -0.006 1.802 -0.465
H -2.790 -0.284 0.608
H -2.613 -1.798 -0.294
H -2.990 -0.299 -1.150
H -0.354 -0.593 0.436
H -0.498 -1.127 -1.247
H -1.243 1.201 -1.929
N 2.358 0.578 0.810
C 2.574 -0.272 -0.222
O 3.332 -1.221 -0.213
H 2.858 0.436 1.674
H 1.651 1.297 0.731
H 1.967 0.001 -1.107